# 1
The following is a quantum chemistry calculation of a structure of composition C22H24AsN7O6SSeW at a distorted geometry, from OMol25.

Calculated values
* charge: +2
* total energy: -6789.338079 hartree
* energy relative to the best compared isomer or geometry (same formula, charge and spin): 6.4011 eV
* Kohn-Sham gap (alpha / beta): 4.0 / 4.0 eV

XYZ file:
```
63
Properties=species:S:1:pos:R:3:forces:R:3
W 1.592203 -0.300065 1.884605 -2.7 2.9 1.3
O 1.746179 -1.281282 4.392407 -0.2 -0.2 -1.1
As 3.020326 -1.903098 3.189451 0.3 -2.1 3.3
O 4.324693 -2.138325 4.119869 0.5 0.4 -0.8
O 1.608655 1.112180 2.779058 0.2 0.8 0.6
C 2.212947 -3.732614 2.984381 -0.1 0.7 -0.9
C 2.767466 -4.784383 3.681607 0.2 0.3 0.0
C 2.222839 -6.061642 3.545030 -0.1 0.0 -0.1
C 1.149723 -6.294156 2.694976 0.1 -0.1 0.1
C 0.584526 -5.251364 1.976366 -0.2 0.2 -0.1
C 1.120826 -3.984028 2.133751 0.2 0.3 0.3
S 0.431398 -2.614174 1.319813 -0.3 -1.2 -1.5
O -0.664422 -2.851474 0.462911 -0.2 -0.5 0.3
O 0.158611 -1.558627 2.404123 -0.1 -0.2 0.2
O 1.573812 -1.885768 0.615016 -0.4 -1.8 -1.1
H 2.141896 -1.122856 5.264953 0.3 0.3 -0.2
H 3.624820 -4.589557 4.315633 0.0 -0.1 0.0
H 2.649921 -6.882724 4.104294 0.0 0.0 0.0
H 0.747363 -7.291123 2.586029 0.0 0.0 0.0
H -0.249589 -5.405966 1.305103 0.0 -0.1 0.0
C 3.180263 3.298151 -0.912257 0.2 0.3 0.3
N 3.134905 2.170418 -1.834802 -0.1 0.0 0.3
C 3.516471 2.199475 -3.148779 -0.1 -0.1 -0.1
C 3.446652 0.922808 -3.610665 -0.1 0.2 0.1
N 3.027679 0.142852 -2.564473 -0.1 -0.2 0.2
C 2.842656 -1.300785 -2.620209 0.1 -0.4 0.0
C 2.809027 0.915686 -1.494902 1.8 -0.5 2.4
Se 3.571514 0.362744 0.662456 0.4 1.0 -3.7
H 2.911403 4.215443 -1.428818 -0.1 -0.1 -0.1
H 4.185411 3.397514 -0.503082 0.0 0.0 -0.1
H 2.494879 3.120067 -0.087901 -0.1 0.0 -0.1
H 3.795795 3.107505 -3.653672 -0.1 0.1 0.0
H 3.648375 0.519569 -4.587436 -0.1 0.0 0.0
H 2.283529 -1.570793 -3.513612 0.0 0.1 0.0
H 2.303254 -1.632135 -1.736354 0.0 0.1 0.0
H 3.808733 -1.802910 -2.650905 0.0 0.1 0.0
C -1.287296 1.398697 2.547585 0.1 0.1 0.0
C -1.029242 1.269138 1.087815 0.2 -0.1 0.2
N -0.102589 0.459448 0.536622 0.6 0.5 0.4
C -0.223520 0.611563 -0.833251 0.2 -0.2 0.0
C -1.193063 1.512036 -1.094568 0.1 0.0 -0.3
N -1.689876 1.920229 0.123592 0.2 -0.3 0.1
C -2.736365 2.936530 0.333481 -0.3 0.4 0.1
N -3.443177 3.207014 -0.860930 -0.2 -0.5 -0.2
N -3.335979 4.423314 -1.474768 0.3 0.2 0.2
N -4.058159 4.436534 -2.506543 -0.2 0.3 -0.4
C -4.694964 3.218355 -2.653777 0.4 -0.5 0.7
C -5.568967 2.733224 -3.626960 0.0 0.1 0.0
C -5.989484 1.428615 -3.499487 -0.1 0.1 -0.1
C -5.572017 0.619661 -2.429410 0.1 0.0 0.0
C -4.713008 1.083290 -1.455997 0.0 -0.1 0.1
C -4.286725 2.403406 -1.585632 -0.3 0.1 -0.3
H -0.933317 0.510438 3.066985 -0.2 0.1 0.0
H -2.348141 1.515189 2.764224 0.0 0.0 -0.1
H -0.755506 2.258243 2.963320 -0.1 0.0 0.0
H 0.372600 0.044235 -1.523137 0.0 0.0 0.0
H -1.565695 1.877933 -2.034174 -0.1 0.0 0.0
H -2.277597 3.874168 0.652561 0.0 -0.1 0.0
H -3.411799 2.587883 1.117433 0.1 -0.1 -0.1
H -5.894936 3.365629 -4.440165 0.0 0.0 0.0
H -6.656821 1.008844 -4.238772 0.0 0.0 0.0
H -5.936961 -0.396223 -2.369553 0.0 0.0 0.0
H -4.392104 0.448028 -0.640468 0.0 0.0 0.0
```
Forces are in eV/Å.


# 2
The following is a quantum chemistry calculation of a cluster of 2 separate species, C22H24BN2O in total at a distorted geometry, from OMol25.

Calculated values
* charge: +1
* total energy: -1062.053532 hartree
* energy relative to the best compared isomer or geometry (same formula, charge and spin): 0.4611 eV
* Kohn-Sham gap: 6.6 eV

XYZ file:
```
50
Properties=species:S:1:pos:R:3:forces:R:3
C 5.123414 3.950398 3.807554 -0.3 -0.1 0.0
O 3.739139 4.284460 4.096753 -0.5 -0.7 -0.6
C 2.725039 3.563875 3.546580 0.5 0.2 0.1
C 1.407103 3.973344 3.844624 0.6 0.0 0.0
C 0.348315 3.296882 3.295274 -0.2 -0.3 -0.2
N 0.503495 2.229429 2.467907 1.0 0.0 -0.1
B -0.739506 1.451005 1.852878 -0.5 -1.0 -0.7
H -0.341843 0.490398 1.036018 -0.1 1.1 0.8
C 1.767458 1.830519 2.186705 -0.5 0.3 0.3
C 2.887419 2.450690 2.701054 0.3 0.3 0.2
H 5.704607 4.706401 4.342839 -0.2 -0.2 -0.2
H 5.385372 2.946556 4.183579 -0.2 0.4 -0.1
H 5.342563 4.009876 2.727748 -0.2 0.0 0.4
H 1.247555 4.823017 4.505781 0.0 -0.2 -0.2
H -0.675807 3.603262 3.511679 0.3 -0.2 -0.2
H -1.358216 0.882022 2.736205 0.2 0.3 -0.1
H -1.424138 2.200600 1.179997 0.2 0.0 0.2
H 1.861543 0.977157 1.522639 -0.1 0.1 0.1
H 3.876747 2.072297 2.445867 -0.3 0.1 0.0
C 0.264786 1.537752 -4.191470 0.1 0.3 -0.3
N -0.271089 0.543381 -3.285616 0.2 0.1 1.6
C -0.048721 0.500045 -1.941745 -0.3 -1.0 -1.3
C -0.584832 -0.694114 -1.414921 0.2 0.6 -0.2
C -0.390135 -1.141182 -0.091203 0.8 -1.3 -0.4
C -1.245928 -2.179297 0.449986 -0.1 -0.2 0.6
C -2.591879 -2.376182 0.046736 0.0 0.2 0.1
C -3.296220 -3.505434 0.458081 0.3 0.0 0.0
C -2.690758 -4.443908 1.309770 0.3 0.3 -0.2
C -1.397703 -4.209314 1.795127 0.2 0.0 -0.1
C -0.686181 -3.084859 1.384723 -0.4 0.2 -0.3
C -1.158441 -1.426328 -2.560301 -0.1 0.5 -0.3
C -1.606442 -2.731240 -2.765126 -0.3 -0.2 -0.5
C -1.956956 -3.136722 -4.067428 0.3 0.2 0.7
C -1.742271 -2.295573 -5.169496 0.2 0.7 0.1
C -1.172514 -1.022524 -5.002385 -0.6 -0.4 0.1
C -0.964191 -0.598790 -3.693958 0.8 -0.6 0.3
H -0.092003 1.293454 -5.197134 0.1 0.4 0.3
H -0.081576 2.533060 -3.900230 0.0 -0.1 -0.2
H 1.364947 1.528542 -4.200535 -0.4 -0.1 0.1
H 0.442669 1.293828 -1.398595 -0.1 0.1 -0.1
H 0.650934 -1.084921 0.333906 -1.5 0.3 -0.2
H -3.078591 -1.631619 -0.596669 0.3 -0.4 0.3
H -4.301785 -3.687977 0.074091 0.3 0.2 0.2
H -3.218316 -5.361719 1.575575 0.1 0.3 0.0
H -0.906042 -4.929606 2.451290 -0.3 0.2 -0.1
H 0.320802 -2.879173 1.745252 -0.2 -0.2 0.0
H -1.662106 -3.419543 -1.920990 -0.2 0.1 -0.5
H -2.370651 -4.137173 -4.211625 0.2 0.3 0.0
H -2.002851 -2.630284 -6.170925 0.1 0.0 0.2
H -0.906215 -0.364758 -5.835849 -0.3 -0.5 0.2
```
Forces are in eV/Å.


# 3
The following is a quantum chemistry calculation of a cluster of 4 separate species, C22H24BN3O11 in total, from OMol25.

Calculated values
* total energy: -1869.336532 hartree
* SMILES: O=[N+]([O-])c1ccccc1.O=[N+]([O-])c1ccccc1.O=[N+]([O-])c1ccccc1.CCOB(O)OC(=O)OC
* Kohn-Sham gap: 9.4 eV

XYZ file:
```
61
Properties=species:S:1:pos:R:3:forces:R:3
O -8.730734 2.187759 -2.802311 0.0 0.0 0.0
N -7.991014 1.623874 -2.022371 0.0 0.0 0.0
O -8.360140 0.944071 -1.086572 0.0 0.0 0.0
C -6.535938 1.775525 -2.226393 0.0 0.0 0.0
C -6.092348 2.568210 -3.269867 0.0 0.0 0.0
C -4.725881 2.713862 -3.451979 -0.1 0.0 0.0
C -3.843879 2.064663 -2.599596 0.1 0.0 0.0
C -4.312292 1.275522 -1.560279 0.0 0.0 0.0
C -5.674778 1.123967 -1.362722 0.0 0.0 0.0
H -6.805174 3.056670 -3.916700 0.0 0.0 0.0
H -4.354344 3.333853 -4.256293 0.0 0.0 0.0
H -2.777203 2.172412 -2.744113 0.0 0.0 -0.1
H -3.612370 0.780113 -0.900946 0.0 0.0 0.1
H -6.066258 0.516323 -0.561091 0.0 0.0 0.0
O 4.669910 -2.748574 2.093682 0.1 0.0 0.1
N 5.325729 -1.990047 1.408614 0.0 0.0 0.0
O 4.853923 -1.156124 0.663039 0.0 0.0 0.0
C 6.796634 -2.088864 1.486644 -0.1 0.0 0.0
C 7.354369 -3.050355 2.308169 0.0 0.0 0.0
C 8.735635 -3.142307 2.368490 0.0 0.0 0.0
C 9.525609 -2.281844 1.617665 0.0 0.0 0.0
C 8.939501 -1.322026 0.803253 0.0 0.0 0.0
C 7.559587 -1.218666 0.730838 0.0 0.0 0.0
H 6.717809 -3.706010 2.882705 0.0 0.0 0.0
H 9.194237 -3.888309 3.002971 0.0 0.0 0.0
H 10.603556 -2.360029 1.667137 0.0 0.0 0.0
H 9.556543 -0.651572 0.220926 0.0 0.0 0.0
H 7.079145 -0.482219 0.104734 0.0 0.0 0.0
O -0.547923 6.953738 0.691505 0.0 0.0 0.0
N -0.613688 6.227743 1.662227 0.0 0.0 0.0
O -0.485718 6.595514 2.811942 0.0 0.0 0.0
C -0.866257 4.791880 1.426769 0.0 0.0 0.0
C -0.986541 4.344588 0.124106 0.0 0.0 0.0
C -1.210586 2.994250 -0.085962 0.0 -0.1 0.0
C -1.317907 2.122951 0.990500 0.0 0.1 0.0
C -1.200581 2.601387 2.288806 0.0 0.0 0.0
C -0.969197 3.948783 2.517165 0.0 0.0 0.0
H -0.905201 5.041397 -0.696260 0.0 0.0 0.0
H -1.300597 2.615202 -1.093992 0.0 0.0 0.0
H -1.501653 1.070117 0.814367 -0.1 0.0 0.0
H -1.289419 1.924793 3.128063 0.0 0.0 0.0
H -0.872246 4.345470 3.516354 0.0 0.0 0.0
C 2.169075 -3.338292 0.389714 -0.1 -0.1 -0.2
C 0.871603 -3.706718 -0.327133 0.2 0.0 0.2
O 0.581678 -2.850493 -1.446970 -0.3 -0.1 -0.1
B -0.047194 -1.675774 -1.221736 0.1 0.6 -0.1
O 0.551637 -0.573286 -0.680607 0.3 -0.5 0.4
O -1.393630 -1.569776 -1.676108 -0.1 -0.4 -0.1
C -2.381329 -1.667452 -0.796821 -0.2 0.3 -0.2
O -2.368271 -1.172298 0.302469 0.2 -0.2 0.4
O -3.421095 -2.329392 -1.315786 0.2 -0.2 -0.3
C -3.934583 -3.385599 -0.492959 -0.2 0.2 0.2
H 2.036823 -3.350538 1.469572 0.1 0.0 0.0
H 2.488381 -2.342019 0.087878 0.0 0.0 0.1
H 2.964351 -4.036844 0.135873 0.1 0.0 0.0
H 0.907929 -4.714520 -0.734330 0.0 0.0 0.0
H 0.029537 -3.685796 0.373552 0.0 0.1 -0.1
H 0.187925 -0.278393 0.159544 -0.2 0.3 -0.2
H -4.261199 -2.996858 0.470398 0.0 0.0 0.0
H -4.776457 -3.804143 -1.031313 0.0 0.0 0.0
H -3.167497 -4.149500 -0.358462 0.0 0.0 0.0
```
Forces are in eV/Å.


# 4
The following is a quantum chemistry calculation of a structure of composition C22H24BiN10O, from OMol25.

Calculated values
* charge: +3
* total energy: -1689.194399 hartree
* Kohn-Sham gap (alpha / beta): 6.3 / 5.6 eV

XYZ file:
```
58
Properties=species:S:1:pos:R:3:forces:R:3
Bi 0.358986 0.322713 0.046403 -0.5 -0.3 -0.3
C -4.000108 1.680004 4.019301 0.0 -0.1 0.1
N -2.728314 1.539856 3.310991 -0.1 0.0 0.0
C -2.424333 0.805736 2.245111 0.0 0.0 0.0
N -1.148235 1.010100 1.924221 0.1 0.3 0.2
C -0.722340 1.909622 2.871088 -0.1 0.0 0.0
N -1.652045 2.243992 3.723340 0.0 -0.1 -0.1
C -4.208578 0.679392 5.136861 0.0 0.0 0.0
C -5.428451 0.733001 5.835338 0.0 0.0 0.0
C -5.698918 -0.121321 6.893937 -0.1 0.1 0.0
C -4.761154 -1.058192 7.277848 0.1 0.0 0.0
C -3.540795 -1.124182 6.579631 -0.1 0.1 0.0
C -3.265505 -0.242342 5.510037 0.0 -0.1 0.0
C -2.603407 -2.106708 6.960908 0.0 -0.1 0.1
N -2.726544 -3.011088 7.949076 0.2 -0.1 -0.1
N -1.643805 -3.756054 7.938290 -0.1 0.2 -0.1
C -0.857209 -3.307469 6.944437 -0.1 0.0 0.1
O -1.431603 -2.263438 6.309188 0.0 0.0 0.1
C 0.394907 -3.819937 6.540677 0.1 0.0 0.0
C 0.907499 -4.957507 7.195535 0.0 0.0 0.0
C 2.112741 -5.479009 6.778805 0.1 0.0 0.0
C 2.801158 -4.883745 5.726698 0.0 0.0 0.0
C 2.306063 -3.742767 5.080660 0.0 0.0 -0.1
C 3.115326 -3.096312 3.975234 -0.1 -0.1 0.1
N 2.293864 -2.714284 2.823380 0.0 0.1 0.1
C 1.903046 -1.507409 2.435479 0.0 -0.1 -0.1
N 1.167431 -1.621124 1.327793 0.3 -0.1 0.2
C 1.154468 -2.972540 1.093262 -0.1 0.0 0.0
N 1.823785 -3.656141 1.980231 -0.1 0.1 0.0
C 1.106547 -3.211618 5.488432 0.0 0.0 0.0
H -4.806995 1.613049 3.290690 0.0 0.0 0.0
H -3.999839 2.688840 4.428696 0.0 0.0 0.0
H -3.115132 0.147948 1.740124 0.0 0.1 0.0
H 0.276031 2.318943 2.912654 0.0 0.0 0.0
H -6.175413 1.463986 5.544970 0.0 0.0 0.0
H -6.643272 -0.053040 7.416098 0.0 0.0 0.0
H -4.947853 -1.739747 8.097218 0.0 0.0 0.0
H -2.308927 -0.303427 5.008253 0.0 0.0 0.0
H 0.347986 -5.407985 8.004867 0.0 0.0 0.0
H 2.520264 -6.355655 7.263389 0.0 0.0 0.0
H 3.743252 -5.312406 5.404731 0.0 0.0 0.0
H 3.875245 -3.783672 3.612049 0.0 0.0 0.0
H 3.612303 -2.194216 4.331265 0.0 0.0 0.0
H 2.159910 -0.590130 2.943366 0.1 -0.1 0.0
H 0.635677 -3.440088 0.271038 0.0 0.0 0.0
H 0.695901 -2.330611 5.010964 0.0 0.0 0.0
N 1.074626 -0.559877 -2.186943 0.0 0.2 0.0
C 0.841184 0.525427 -3.183322 -0.1 0.0 0.0
C -0.593735 1.014199 -3.105643 0.1 -0.1 0.1
N -0.887951 1.599101 -1.766183 0.3 0.0 0.0
H 2.056716 -0.828323 -2.189876 0.0 0.0 -0.1
H 0.552041 -1.388664 -2.461442 0.0 0.0 0.0
H 1.045510 0.173857 -4.194689 0.0 0.0 0.0
H 1.538644 1.338379 -2.972538 0.0 0.0 0.0
H -1.279861 0.182002 -3.267879 0.0 0.0 0.0
H -0.769598 1.743624 -3.895698 0.0 0.0 0.0
H -1.892814 1.668462 -1.633441 0.0 0.0 0.0
H -0.533347 2.553098 -1.723211 -0.1 0.0 -0.1
```
Forces are in eV/Å.